(1)
Density functional theory data (ωB97M-V with the def2-TZVPD basis set) for C42H90I2N15O13 as an isolated structure.

energy: -4049.0228 a.u.
Kohn-Sham gap: 6.50 eV

The geometry in ORCA input format:
```
! wB97M-V def2-TZVPD RIJCOSX def2/J DEFGRID3
* xyz 1 1
C 0.379 -0.530 1.094
C 0.294 -0.476 -0.506
I -0.884 -1.912 -1.681
C 0.980 0.520 -1.286
I 0.789 0.574 -3.475
C 1.888 1.604 -0.609
N 2.108 2.818 -1.377
C 2.923 3.550 -0.429
N 3.296 4.781 -0.800
C 4.103 5.589 0.157
C 3.118 6.011 1.385
C 1.691 6.568 0.907
C 1.744 8.044 0.281
O 1.892 9.002 1.080
O 1.622 8.343 -1.095
N 3.230 2.861 0.788
N 2.566 1.656 0.646
H 1.371 -0.969 1.450
H -0.491 -1.157 1.513
H 0.324 0.535 1.538
H 3.025 5.204 -1.692
H 4.579 6.505 -0.322
H 4.959 4.923 0.555
H 3.594 6.851 2.018
H 2.926 5.145 2.104
H 1.144 5.905 0.156
H 0.992 6.650 1.821
H 1.043 7.667 -1.546
H 3.809 3.180 1.579
H 2.589 0.917 1.355
C 5.277 3.338 5.762
C 4.132 3.674 4.849
O 4.059 3.232 3.700
N 3.159 4.491 5.322
C 3.061 5.108 6.629
H 5.972 2.678 5.242
H 5.811 4.247 6.044
H 4.910 2.822 6.651
H 2.425 4.670 4.651
H 2.131 4.777 7.095
H 3.025 6.191 6.495
H 3.901 4.849 7.271
C -1.650 -6.039 -4.812
C -1.540 -4.544 -4.933
O -2.393 -3.785 -4.476
N -0.457 -4.032 -5.570
C 0.656 -4.739 -6.175
H -2.568 -6.291 -4.280
H -1.691 -6.495 -5.804
H -0.804 -6.435 -4.247
H -0.459 -3.023 -5.609
H 1.574 -4.407 -5.687
H 0.696 -4.471 -7.230
H 0.562 -5.818 -6.078
C -5.650 -5.094 1.346
C -4.340 -4.390 1.570
O -4.079 -3.813 2.624
N -3.425 -4.402 0.564
C -3.531 -5.016 -0.742
H -6.269 -4.996 2.236
H -6.181 -4.643 0.505
H -5.479 -6.157 1.161
H -2.574 -3.908 0.792
H -2.717 -5.737 -0.846
H -3.415 -4.234 -1.496
H -4.484 -5.521 -0.887
C -2.079 6.784 -3.728
C -0.758 6.508 -3.065
O -0.359 7.161 -2.103
N 0.010 5.501 -3.556
C -0.254 4.610 -4.668
H -2.569 7.615 -3.220
H -1.925 7.060 -4.773
H -2.726 5.907 -3.658
H 0.877 5.385 -3.053
H -0.240 3.587 -4.288
H 0.552 4.730 -5.395
H -1.209 4.809 -5.149
C 0.092 -4.749 -10.493
C -0.025 -6.109 -9.859
O 0.049 -6.270 -8.647
N -0.218 -7.181 -10.673
C -0.331 -7.205 -12.116
H 0.243 -4.001 -9.715
H 0.949 -4.722 -11.169
H -0.825 -4.506 -11.033
H -0.286 -8.056 -10.173
H -1.302 -7.633 -12.377
H 0.458 -7.847 -12.512
H -0.244 -6.212 -12.553
C -7.651 0.221 0.955
C -7.147 -1.173 1.218
O -7.764 -2.167 0.852
N -5.970 -1.313 1.884
C -5.098 -0.277 2.395
H -8.598 0.165 0.417
H -7.820 0.745 1.898
H -6.936 0.770 0.339
H -5.700 -2.278 2.022
H -4.117 -0.394 1.926
H -4.995 -0.418 3.471
H -5.479 0.722 2.195
C 4.814 -3.014 -4.121
C 4.403 -3.323 -5.535
O 3.584 -4.196 -5.799
N 4.970 -2.600 -6.538
C 5.948 -1.536 -6.439
H 4.276 -3.672 -3.438
H 5.884 -3.184 -3.994
H 4.562 -1.980 -3.873
H 4.644 -2.867 -7.456
H 5.522 -0.636 -6.887
H 6.833 -1.830 -7.006
H 6.229 -1.329 -5.409
C 7.464 3.510 -5.022
C 6.307 2.721 -4.471
O 6.319 1.498 -4.421
N 5.220 3.406 -4.018
C 5.006 4.837 -3.988
H 8.249 2.823 -5.340
H 7.144 4.093 -5.888
H 7.873 4.167 -4.252
H 4.488 2.805 -3.665
H 4.836 5.133 -2.950
H 4.112 5.060 -4.575
H 5.852 5.391 -4.390
C 3.734 1.710 11.121
C 4.259 1.585 9.717
O 4.931 2.466 9.193
N 3.967 0.451 9.023
C 3.196 -0.695 9.456
H 4.050 2.666 11.540
H 2.643 1.677 11.120
H 4.137 0.910 11.746
H 4.354 0.443 8.090
H 3.834 -1.580 9.396
H 2.352 -0.819 8.775
H 2.827 -0.583 10.474
C -6.418 1.260 5.973
C -5.206 2.049 5.554
O -4.599 1.805 4.518
N -4.788 3.058 6.364
C -5.360 3.501 7.618
H -6.624 0.493 5.226
H -6.234 0.768 6.931
H -7.288 1.916 6.044
H -3.971 3.539 6.015
H -5.642 4.551 7.515
H -4.597 3.413 8.394
H -6.234 2.918 7.901
C -7.461 -7.301 5.595
C -6.628 -7.046 4.368
O -7.125 -6.960 3.252
N -5.283 -6.909 4.523
C -4.508 -6.975 5.743
H -8.509 -7.386 5.307
H -7.156 -8.237 6.069
H -7.362 -6.470 6.297
H -4.795 -6.740 3.655
H -3.981 -6.027 5.866
H -3.775 -7.779 5.640
H -5.130 -7.161 6.616
*
```



(2)
Density functional theory data (ωB97M-V with the def2-TZVPD basis set) for one molecule with the formula C5H10O2.

structure (SMILES): C[C@@H](O)[C@H]1CCO1
energy: -346.9481 a.u.
Kohn-Sham gap: 10.67 eV
energy relative to the best compared isomer or geometry (same formula, charge and spin): 48.5 kcal per mole

The geometry in ORCA input format:
```
! wB97M-V def2-TZVPD RIJCOSX def2/J DEFGRID3
* xyz 0 1
C 0.912 1.672 0.730
C 1.020 0.171 0.516
O 1.642 -0.368 1.673
C -0.336 -0.505 0.320
C -1.335 0.030 -0.717
C -1.066 -1.293 -1.449
O -0.215 -1.759 -0.387
H 1.837 2.029 1.189
H 0.784 2.196 -0.221
H 0.072 1.925 1.386
H 1.638 -0.029 -0.374
H 1.659 -1.328 1.571
H -0.756 -0.663 1.323
H -2.350 0.133 -0.324
H -1.052 0.948 -1.239
H -0.525 -1.203 -2.400
H -1.928 -1.955 -1.599
*
```



(3)
Density functional theory data (ωB97M-V with the def2-TZVPD basis set) for a 5-piece molecular cluster, C22H58BN2O12PS4 overall.

structure (SMILES): CCCCCB(CCCCCN)[PH2]=N.CCOS(C)(=O)=O.CCOS(C)(=O)=O.CCOS(C)(=O)=O.CCOS(C)(=O)=O
energy: -3844.2753 a.u.
Kohn-Sham gap: 8.58 eV

The geometry in ORCA input format:
```
! wB97M-V def2-TZVPD RIJCOSX def2/J DEFGRID3
* xyz 0 1
C -5.460 -2.573 0.359
C -5.411 -2.220 -1.122
C -4.607 -0.933 -1.422
C -3.552 -1.166 -2.519
C -2.218 -1.660 -1.896
B -1.329 -2.623 -2.749
C 0.052 -3.184 -2.219
C 0.715 -2.242 -1.206
C 2.187 -2.570 -0.907
C 3.081 -1.336 -0.864
C 2.635 -0.260 0.109
N 3.131 1.067 -0.354
P -1.790 -3.122 -4.544
N -1.527 -1.802 -5.410
H -6.019 -3.491 0.484
H -5.931 -1.764 0.907
H -4.453 -2.737 0.727
H -6.412 -2.106 -1.527
H -4.937 -3.049 -1.639
H -5.261 -0.110 -1.687
H -4.075 -0.676 -0.511
H -3.342 -0.218 -2.999
H -3.941 -1.866 -3.246
H -1.666 -0.777 -1.595
H -2.457 -2.219 -0.988
H -0.126 -4.148 -1.740
H 0.731 -3.309 -3.060
H 0.681 -1.234 -1.616
H 0.158 -2.199 -0.278
H 2.583 -3.275 -1.630
H 2.252 -3.056 0.065
H 4.073 -1.658 -0.550
H 3.221 -0.904 -1.849
H 3.035 -0.435 1.103
H 1.549 -0.225 0.207
H 2.784 1.163 -1.307
H 2.601 1.766 0.159
H -3.135 -3.570 -4.604
H -0.992 -4.228 -4.904
H -0.816 -2.008 -6.105
O 1.578 3.254 1.594
S 0.798 3.924 2.591
O 0.843 5.348 2.698
O 1.128 3.277 4.006
C 2.521 3.159 4.371
C 3.107 4.470 4.852
C -0.878 3.398 2.488
H 3.087 2.755 3.532
H 2.544 2.418 5.167
H 3.172 5.194 4.041
H 4.111 4.307 5.247
H 2.485 4.908 5.634
H -0.904 2.313 2.461
H -1.286 3.813 1.568
H -1.417 3.784 3.348
O 2.475 2.435 -4.709
S 2.316 1.027 -4.913
O 2.660 0.111 -3.867
O 3.104 0.616 -6.239
C 4.476 1.042 -6.350
C 5.419 0.170 -5.545
C 0.693 0.672 -5.483
H 4.557 2.091 -6.062
H 4.708 0.973 -7.411
H 5.257 0.293 -4.475
H 6.452 0.435 -5.768
H 5.264 -0.883 -5.784
H 0.454 1.336 -6.309
H 0.015 0.841 -4.650
H 0.647 -0.366 -5.786
O 9.152 4.615 6.324
S 8.045 4.727 5.425
O 6.978 3.775 5.462
O 8.599 4.831 3.937
C 9.530 3.818 3.499
C 8.838 2.523 3.122
C 7.370 6.350 5.524
H 10.287 3.661 4.269
H 10.027 4.249 2.632
H 8.409 2.035 3.996
H 9.554 1.840 2.666
H 8.030 2.711 2.417
H 8.179 7.070 5.436
H 6.887 6.434 6.494
H 6.643 6.475 4.726
O -8.223 -4.366 1.047
S -9.629 -4.411 0.784
O -10.251 -3.365 0.034
O -10.398 -4.598 2.165
C -10.071 -3.686 3.235
C -10.744 -2.338 3.069
C -10.056 -5.966 0.079
H -8.988 -3.586 3.312
H -10.422 -4.176 4.140
H -10.342 -1.796 2.214
H -10.588 -1.733 3.962
H -11.815 -2.461 2.908
H -9.624 -6.756 0.686
H -9.639 -5.985 -0.926
H -11.139 -6.045 0.040
*
```



(4)
Density functional theory data (ωB97M-V with the def2-TZVPD basis set) for one molecule with the formula C3H10NP.

structure (SMILES): CP(C)(C)=N
energy: -516.3798 a.u.
Kohn-Sham gap: 8.79 eV
energy relative to the best compared isomer or geometry (same formula, charge and spin): 18.9 kcal per mole

The geometry in ORCA input format:
```
! wB97M-V def2-TZVPD RIJCOSX def2/J DEFGRID3
* xyz 0 1
N 0.981 -0.066 -1.578
C -0.292 1.648 0.123
C -1.293 -1.007 -0.459
C 1.258 -0.536 1.184
P 0.185 -0.032 -0.204
H 0.653 -0.714 -2.338
H 0.540 2.280 0.252
H -0.820 1.991 -0.737
H -1.060 1.873 0.830
H -0.958 -2.023 -0.730
H -1.933 -1.059 0.421
H -1.934 -0.632 -1.222
H 0.941 -1.261 1.962
H 1.537 0.324 1.802
H 2.195 -0.787 0.696
*
```



(5)
Density functional theory data (ωB97M-V with the def2-TZVPD basis set) for C12H24BINaO3 as an isolated structure.

energy: -1181.7589 a.u.
Kohn-Sham gap: 7.15 eV

The geometry in ORCA input format:
```
! wB97M-V def2-TZVPD RIJCOSX def2/J DEFGRID3
* xyz 1 1
C 5.561 0.050 0.907
C 3.931 0.342 0.673
O 3.569 0.379 -0.753
C 2.604 1.494 -1.028
O 3.155 2.637 -1.457
C 0.964 1.318 -0.754
C 0.366 0.582 -2.091
C -1.259 0.369 -2.104
B -1.908 -0.011 -0.619
C -1.686 -1.495 0.110
C -0.266 -2.218 -0.273
C -0.063 -3.725 0.340
O -0.279 -3.800 1.793
C -2.840 1.203 0.067
C -3.833 0.666 1.256
C -5.023 1.832 1.413
I -2.815 0.653 3.241
H 6.194 0.393 -0.045
H 5.796 -1.091 1.072
H 5.958 0.729 1.796
H 3.632 1.371 1.188
H 3.379 -0.548 1.212
H 0.541 2.396 -0.577
H 0.903 0.647 0.232
H 0.626 1.255 -3.038
H 0.853 -0.492 -2.234
H -1.794 1.360 -2.500
H -1.556 -0.524 -2.829
H -2.548 -2.229 -0.266
H -1.768 -1.462 1.277
H 0.628 -1.510 0.075
H -0.238 -2.331 -1.455
H -0.708 -4.494 -0.287
H 1.076 -4.018 0.140
H 0.046 -2.899 2.137
H -3.539 1.575 -0.826
H -2.206 2.119 0.424
H -4.392 -0.336 1.025
H -6.078 1.452 1.067
H -4.743 2.782 0.769
H -5.060 2.223 2.541
Na 4.822 3.358 -1.621
*
```



(6)
Density functional theory data (ωB97M-V with the def2-TZVPD basis set) for C23H37LaN8OSSi as an isolated structure.

energy: -2131.3991 a.u.
Kohn-Sham gap: 7.79 eV
energy relative to the best compared isomer or geometry (same formula, charge and spin): 15.3 kcal per mole

The geometry in ORCA input format:
```
! wB97M-V def2-TZVPD RIJCOSX def2/J DEFGRID3
* xyz 0 1
La 0.608 -0.682 -0.499
N 5.034 -0.386 -2.089
C 3.997 -0.741 -1.255
S 3.014 -2.101 -1.739
N 3.862 -0.019 -0.181
N 2.752 -0.389 0.577
C 2.875 -0.289 1.840
C 1.904 -0.810 2.809
C 2.149 -0.553 4.166
C 1.420 -1.133 5.181
C 0.419 -2.044 4.841
C 0.154 -2.326 3.518
C 0.858 -1.711 2.469
O 0.545 -2.015 1.221
H 5.363 -1.119 -2.694
H 5.746 0.184 -1.657
H 3.809 0.115 2.230
H 2.962 0.123 4.411
H 1.637 -0.907 6.216
H -0.154 -2.537 5.619
H -0.615 -3.038 3.245
C -0.522 -2.487 -3.667
C -1.181 -3.116 -2.436
N -1.556 -2.121 -1.425
C -2.719 -1.282 -1.737
C -2.413 -0.149 -2.713
N -1.181 0.569 -2.374
C -0.393 0.978 -3.533
C 0.382 -0.215 -4.164
N 0.411 -1.409 -3.316
H -0.009 -3.281 -4.215
H -1.284 -2.103 -4.343
H -2.046 -3.708 -2.761
H -0.478 -3.803 -1.962
H -1.762 -2.617 -0.562
H -3.549 -1.881 -2.137
H -3.052 -0.846 -0.796
H -2.317 -0.538 -3.725
H -3.276 0.524 -2.732
H -1.392 1.379 -1.804
H -1.012 1.454 -4.302
H 0.315 1.731 -3.184
H -0.027 -0.447 -5.152
H 1.414 0.099 -4.326
H 1.360 -1.769 -3.303
C 2.507 2.767 -1.608
C 1.525 2.895 -0.475
C 1.426 4.060 0.250
C 0.454 4.128 1.255
C -0.366 3.062 1.508
C -0.227 1.869 0.745
N 0.728 1.837 -0.239
N -0.951 0.738 0.883
Si -2.243 0.516 1.997
C -3.700 1.596 1.535
C -1.851 0.827 3.792
C -2.806 -1.273 1.878
H 2.082 3.183 -2.526
H 2.774 1.725 -1.785
H 3.424 3.313 -1.392
H 2.081 4.893 0.036
H 0.347 5.036 1.839
H -1.119 3.111 2.282
H -3.561 2.635 1.852
H -4.613 1.224 2.011
H -3.861 1.599 0.451
H -1.427 1.813 3.993
H -1.139 0.080 4.156
H -2.774 0.732 4.374
H -3.694 -1.393 1.249
H -3.063 -1.639 2.878
H -2.004 -1.916 1.502
*
```